Entry from the OMol25 dataset: an isolated molecule of C3H3NO2 (ωB97M-V with the def2-TZVPD basis set).

Geometry as ORCA input:
```
! RIJCOSX wB97M-V def2-TZVPD def2/J DEFGRID3
* xyz 0 1
N -0.675 0.921 1.236
H 0.318 -1.524 -0.699
C 1.135 0.343 0.005
C 0.058 -0.474 -0.543
O -2.233 -0.495 0.263
H 2.209 0.367 -0.157
O 0.700 1.057 0.957
C -1.101 -0.083 0.402
H -0.409 -0.111 -1.464
*
```

* Kohn-Sham gap (alpha / beta): 8.18 / 8.17 eV
* lowest unoccupied orbital energy (alpha / beta): -0.99 / -0.99 eV
* ΔE to the lowest compared entry with this formula, charge and spin: 384.9 kJ/mol
* E_tot: -8741.142 eV
* HOMO energy (alpha / beta): -0.337 / -0.337 hartree

Need the Löwdin charges? In units of e they are: 0.1235, 0.1393, -0.0513, -0.0310, 0.0365, 0.1466, 0.0188, -0.5346, 0.1523

Entry from the OMol25 dataset: a cluster of 2 separate species, C3H3NO2 in total (ωB97M-V with the def2-TZVPD basis set).

Geometry as ORCA input:
```
! RIJCOSX wB97M-V def2-TZVPD def2/J DEFGRID3
* xyz 0 1
O -0.789 1.503 0.259
N -0.376 -2.226 0.212
H 0.514 2.620 -0.865
O 1.507 -0.157 0.399
C 0.265 1.676 -0.341
H 1.562 -1.109 0.183
C 0.954 0.423 -0.617
C -1.362 -1.640 0.330
H -2.275 -1.089 0.441
*
```

* Kohn-Sham gap: 9.00 eV
* lowest unoccupied orbital energy: 0.07 eV
* ΔE to the lowest compared entry with this formula, charge and spin: 446.4 kJ/mol
* E_tot: -8740.505 eV
* HOMO energy: -0.328 hartree

Need the Löwdin charges? In units of e they are: 0.0008, 0.0745, 0.1165, 0.0374, -0.2934, 0.0861, -0.0498, -0.0419, 0.0697

> Among the records above, which one has the lowest ΔE to the lowest compared entry with this formula, charge and spin?

number 1

> Which value of E_tot does entry 2 give?

-8740.505 eV